The following is a DFT calculation (ωB97M-V with the def2-TZVPD basis set) of a structure of composition C4H13NO3.

```
! wB97M-V def2-TZVPD RIJCOSX def2/J DEFGRID3
* xyz 0 1
C -1.43201 -0.10037 -1.07522
C -1.71788 -0.59610 -2.42593
N 0.01515 -1.29687 -0.88561
O 0.06846 -2.19597 0.20018
O 1.26974 -0.66416 -0.81139
H -0.46113 -2.95864 -0.08207
H 1.32821 -0.02962 -1.54413
H -2.09644 -0.41837 -0.27868
H -0.96668 0.87550 -0.98469
H -0.88301 -1.42199 -2.47187
H -2.69296 -1.06696 -2.52804
H -1.49777 0.10882 -3.22268
C 1.52373 1.98952 1.25229
C 0.49651 0.22138 2.40234
O 1.06973 1.51057 2.49440
H 0.69353 2.11044 0.54024
H 2.28166 1.32493 0.81790
H 1.96991 2.96733 1.42918
H 0.23216 -0.08117 3.41420
H -0.40132 0.22934 1.77168
H 1.20044 -0.50759 1.98791
*
```

- E_LUMO: 0.7 eV
- HOMO-LUMO gap: 9.043 eV
- Max |F|: 0.0619 Eh/bohr
- Energy: -11985.3689 eV

=====

The following is a DFT calculation (ωB97M-V with the def2-TZVPD basis set) of a cluster of 3 separate species, C4H13NO3 in total.

```
! wB97M-V def2-TZVPD RIJCOSX def2/J DEFGRID3
* xyz 0 1
C 1.33522 -0.57889 -2.18008
C 0.81788 -0.88281 -0.79226
C -0.67951 -1.24164 -0.74626
N -1.46651 -0.17237 -0.14325
C -2.29964 -0.36766 0.89677
O -2.51126 -1.44649 1.41393
H 2.40012 -0.32862 -2.16541
H 0.82096 0.29553 -2.56632
H 1.17964 -1.37221 -2.90143
H 0.94326 -0.00107 -0.16617
H 1.35360 -1.63651 -0.21739
H -0.88500 -2.14158 -0.17894
H -1.05409 -1.37965 -1.76771
H -1.29453 0.76966 -0.45059
H -2.78064 0.56175 1.23819
O 1.94249 0.76311 1.86922
H 2.21792 -0.04669 1.39559
H 2.78197 1.01257 2.28167
O -1.31460 2.71939 1.58411
H -0.60343 3.32489 1.33620
H -0.90386 2.14930 2.26012
*
```

- E_LUMO: 0.4 eV
- HOMO-LUMO gap: 9.793 eV
- SMILES string: CCCNC=O.O.O
- Max |F|: 0.0210 Eh/bohr
- Energy: -11991.5493 eV

=====

The following is a DFT calculation (ωB97M-V with the def2-TZVPD basis set) of a cluster of 4 separate species, C4H13NO3 in total.

```
! wB97M-V def2-TZVPD RIJCOSX def2/J DEFGRID3
* xyz 0 1
C -0.81206 1.27274 1.58892
N 0.12751 1.26327 0.73899
C 0.96481 0.13620 0.63748
C 2.02558 0.12138 -0.15413
C 2.99667 -1.02782 -0.26230
H -0.86114 0.44222 2.28912
H -1.49651 2.11049 1.57320
H 0.64204 -0.73347 1.21304
H 2.32170 1.02897 -0.67192
H 2.62444 -1.83926 0.36472
H 3.04291 -1.39602 -1.28386
H 3.92131 -0.66575 0.17356
O -0.86433 1.63836 -1.88662
H -0.27450 2.02691 -2.53672
H -0.38041 1.74267 -1.03799
O -1.92795 -0.90554 -1.26346
H -2.07300 -1.40212 -2.06882
H -1.54562 -0.03841 -1.47666
O -1.44882 -1.87658 1.36459
H -2.11945 -2.54401 1.47725
H -1.46358 -1.48662 0.48174
*
```

- E_LUMO: 0.8 eV
- HOMO-LUMO gap: 9.958 eV
- SMILES string: C=N/C=C/C.O.O.O
- Max |F|: 0.0296 Eh/bohr
- Energy: -11990.6245 eV

=====

The following is a DFT calculation (ωB97M-V with the def2-TZVPD basis set) of a cluster of 3 separate species, C4H13NO3 in total.

```
! wB97M-V def2-TZVPD RIJCOSX def2/J DEFGRID3
* xyz 1 2
C 2.09715 1.34757 0.24933
N 1.24793 0.60412 -0.55024
C -0.16899 0.98072 -0.75592
C -1.03536 -0.22916 -0.88039
C -1.25924 -0.93199 -2.24667
O 1.83235 2.42206 0.72383
H 3.10122 0.72154 0.35573
H 1.72110 -0.31637 -0.87113
H -0.38931 1.39635 0.20813
H -0.38635 1.75367 -1.65266
H -0.80324 -1.12338 -0.05146
H -2.15003 0.09357 -0.79469
H -1.51563 -2.00464 -2.24784
H -0.35836 -0.80204 -2.76846
H -2.06348 -0.27887 -2.88819
H -1.38817 -0.16314 1.77906
H -1.09715 -0.40629 3.22889
O -1.24622 -0.89237 2.40716
H 1.64232 -1.05824 2.81819
H 0.64396 -0.46356 2.01562
O 1.57551 -0.64955 1.92174
*
```

- E_LUMO (alpha / beta): -3.3 / -9.0 eV
- HOMO-LUMO gap (alpha / beta): 12.294 / 6.538 eV
- Max |F|: 0.0971 Eh/bohr
- Energy: -11980.5842 eV

=====

The following is a DFT calculation (ωB97M-V with the def2-TZVPD basis set) of a cluster of 3 separate species, C4H13NO3 in total.

```
! wB97M-V def2-TZVPD RIJCOSX def2/J DEFGRID3
* xyz 1 2
C 0.32020 -3.14784 -0.57828
C 0.49785 -1.59559 -0.79892
C 0.41690 -0.89467 0.54991
C 0.50218 0.59324 0.31818
N 1.47122 1.46408 0.84452
O -0.37488 1.38297 -0.11070
H -0.34921 -3.54968 -1.32432
H -0.32416 -3.30536 0.34906
H 1.26270 -3.56897 -0.52150
H 1.51699 -1.31883 -1.40002
H -0.41864 -1.22323 -1.55418
H -0.56772 -1.17249 0.93595
H 1.21187 -1.15829 1.23368
H 2.30018 1.13463 1.12470
H 1.08698 2.37582 1.07890
H -1.69853 2.38872 -2.21886
H -0.63790 3.42293 -1.91243
O -0.81355 2.60805 -2.47671
H -1.44482 2.10678 1.41870
H -2.40951 1.41707 2.57777
O -1.54814 2.04067 2.46457
*
```

- E_LUMO (alpha / beta): -4.9 / -9.2 eV
- HOMO-LUMO gap (alpha / beta): 10.134 / 5.721 eV
- Max |F|: 0.1143 Eh/bohr
- Energy: -11980.3497 eV

=====

The following is a DFT calculation (ωB97M-V with the def2-TZVPD basis set) of a cluster of 2 separate species, C4H13NOP in total.

```
! wB97M-V def2-TZVPD RIJCOSX def2/J DEFGRID3
* xyz 1 1
C -1.05329 -0.41021 -1.82635
C 0.24061 1.55301 -1.40993
C 0.96033 -0.55572 -0.52570
C -0.99485 0.40235 0.42151
N -0.26494 0.22000 -0.78545
O 1.03162 -1.32887 3.58695
P -0.45542 -0.68028 3.87367
H -2.01721 0.07211 -1.84130
H -0.57407 -0.34813 -2.80285
H -1.23877 -1.45234 -1.47956
H 0.71144 1.39258 -2.27927
H -0.64641 2.19171 -1.54771
H 1.03437 2.09529 -0.88944
H 0.90372 -1.48193 0.17103
H 1.36191 -0.86112 -1.38825
H 1.69364 0.18167 -0.09640
H -0.42252 0.95122 1.14757
H -1.78642 -0.24112 0.61173
H 1.25699 -2.24375 3.42065
H 0.25927 0.54354 3.63912
*
```

- E_LUMO (alpha / beta): -3.5 / -4.9 eV
- HOMO-LUMO gap (alpha / beta): 9.675 / 5.960 eV
- Max |F|: 0.0951 Eh/bohr
- Energy: -17174.1016 eV

=====

The following is a DFT calculation (ωB97M-V with the def2-TZVPD basis set) of a cluster of 2 separate species, C4H13NOS in total.

```
! wB97M-V def2-TZVPD RIJCOSX def2/J DEFGRID3
* xyz -1 2
C -0.41729 -1.48817 0.97150
C 0.48445 -0.46439 0.22809
C 0.12102 1.01970 0.57841
C 1.08051 1.90538 -0.22935
S 0.25236 1.71807 -2.00421
N 1.93274 -0.83947 0.25026
H -0.02297 -1.80652 1.93292
H -1.36973 -1.03826 1.26427
H -0.63314 -2.38162 0.31061
H 0.17640 -0.65646 -0.81569
H 0.07470 1.13876 1.64166
H -0.93164 1.22075 0.16043
H 2.13916 1.62838 0.05281
H 1.04453 3.04781 -0.12786
H 1.41973 1.16101 -2.34480
H 2.56109 -0.39461 -0.40416
H 2.04698 -1.86604 0.36362
H -3.62576 0.05822 -0.62686
H -2.76716 -1.10983 -0.37498
O -3.56597 -0.85271 -0.82665
*
```

- E_LUMO (alpha / beta): 3.5 / 3.5 eV
- HOMO-LUMO gap (alpha / beta): 2.688 / 7.692 eV
- Max |F|: 0.0440 Eh/bohr
- Energy: -18729.2704 eV

=====

The following is a DFT calculation (ωB97M-V with the def2-TZVPD basis set) of a cluster of 2 separate species, C4H13NOS in total.

```
! wB97M-V def2-TZVPD RIJCOSX def2/J DEFGRID3
* xyz 0 1
C -0.43732 -0.46888 2.35051
S 1.27403 -0.51613 2.19141
C 1.55893 -1.22865 0.43867
C 1.16052 -0.24148 -0.60392
C -0.14775 -0.66856 -1.30415
N -0.66492 0.50341 -2.00128
H -1.05242 -0.79453 1.49961
H -0.86473 0.54806 2.50071
H -0.68441 -1.04126 3.24855
H 1.05360 -2.20034 0.40114
H 2.65420 -1.22112 0.49465
H 2.08350 0.03857 -1.18885
H 0.98972 0.72980 -0.12631
H 0.20720 -1.42737 -2.03021
H -0.96863 -1.06508 -0.64840
H -1.56932 0.24329 -2.35767
H 0.00471 0.96457 -2.57282
O -1.95987 2.74471 -0.12000
H -1.38173 2.03862 -0.63430
H -1.25533 3.06238 0.46266
*
```

- E_LUMO: 0.8 eV
- HOMO-LUMO gap: 9.253 eV
- SMILES string: CSCCCN.O
- Max |F|: 0.0644 Eh/bohr
- Energy: -18730.5613 eV

=====

The following is a DFT calculation (ωB97M-V with the def2-TZVPD basis set) of a cluster of 3 separate species, C4H13NOS in total.

```
! wB97M-V def2-TZVPD RIJCOSX def2/J DEFGRID3
* xyz 0 1
C -0.68774 1.17553 0.05973
N 0.56620 0.46903 -0.07577
C 0.54123 -0.73609 -0.78404
C -0.69009 -1.69165 -0.75616
S -0.55825 -2.69867 0.68865
C -1.49002 0.74939 1.30457
H -0.55145 2.24289 -0.09802
H -1.29656 0.86596 -0.81152
H 1.51188 -0.89932 2.32594
H 1.38491 -1.33663 -0.42322
H 0.68873 -0.42106 -1.83133
H -1.63261 -1.13251 -0.79780
H -0.76848 -2.29593 -1.66523
H 0.85863 -0.55405 2.44145
H -0.86740 0.68048 2.18427
H -2.26206 1.51326 1.41747
H -1.95789 -0.21962 1.14712
H 1.90031 1.18077 -0.84801
H 2.56835 1.75487 -2.16454
O 2.74233 1.35336 -1.31358
*
```

- E_LUMO: -3.3 eV
- HOMO-LUMO gap: 4.937 eV
- Max |F|: 0.0461 Eh/bohr
- Energy: -18725.8360 eV

=====

The following is a DFT calculation (ωB97M-V with the def2-TZVPD basis set) of a cluster of 2 separate species, C4H13NOS in total.

```
! wB97M-V def2-TZVPD RIJCOSX def2/J DEFGRID3
* xyz 0 1
C -0.60478 -0.97246 -1.81994
C -0.68664 -0.51933 -0.37780
N 0.47392 -1.00111 0.39141
C 0.30769 -0.97562 1.78719
C 0.26105 0.44057 2.37608
S 1.51276 1.57354 1.73631
H -0.17995 -0.21997 -2.48325
H -0.19255 -1.95727 -2.00463
H -1.59949 -1.01620 -2.28062
H -1.54672 -1.05582 0.06542
H -0.90059 0.53672 -0.29300
H 0.97204 -1.63501 -0.20051
H 1.01909 -1.60465 2.30824
H -0.65944 -1.44655 2.03153
H -0.71053 0.84462 2.05984
H 0.24243 0.40778 3.46676
H 2.48432 0.66664 1.57699
O -0.32236 2.39825 -2.58663
H 0.34112 2.99004 -2.21519
H -0.21135 2.54585 -3.53820
*
```

- E_LUMO: 0.7 eV
- HOMO-LUMO gap: 8.956 eV
- SMILES string: CCNCCS.O
- Max |F|: 0.0532 Eh/bohr
- Energy: -18730.8261 eV

=====

Energy above the lowest of the compared OMol25 structures with the same formula, charge and spin (eV)
7.102, 0.922, 1.847, 3.039, 3.274, 5.229, 1.518, 1.450, 6.175, 1.185